1) Below is C17H17NO5S in the gas phase, with properties calculated with ωB97M-V/def2-TZVPD.

Computed properties:
Molar mass, g/mol: 347.4
LUMO, eV: -0.2
E_HOMO, eV: -8.743
SMILES string: COc1ccc(/C=C/C(=O)O)cc1S(=O)(=O)NCc1ccccc1
HOMO-LUMO gap, eV: 8.5

Bonds (Å) are listed after each position.
Atoms and positions in Å:
1 S 0.862 -0.192 -0.786  O3 1.433, O6 1.435, N7 1.677, C15 1.792
2 O -0.475 2.367 -0.859  C9 1.348, C24 1.413
3 O 1.174 -1.548 -0.443  S1 1.433
4 O -3.319 -0.749 6.893  C20 1.346, H32 0.970
5 O -2.097 -2.374 5.964  C20 1.206
6 O 1.947 0.733 -0.951  S1 1.435
7 N -0.141 -0.208 -2.130  S1 1.677, C13 1.458, H36 1.011
8 C 2.628 -1.350 -3.358  C14 1.389, C23 1.383, H25 1.079
9 C -0.793 1.731 0.286  O2 1.348, C10 1.396, C15 1.396
10 C -1.617 2.237 1.293  C9 1.396, C16 1.381, H28 1.079
11 C -2.382 -0.307 4.809  C20 1.466, C21 1.340, H41 1.078
12 C 3.742 -0.323 -5.219  C17 1.384, C23 1.385, H26 1.080
13 C 0.135 -1.255 -3.107  N7 1.458, C14 1.505, H29 1.094, H38 1.091
14 C 1.396 -0.975 -3.879  C8 1.389, C13 1.505, C22 1.389
15 C -0.258 0.452 0.456  S1 1.792, C9 1.396, C18 1.372
16 C -1.895 1.479 2.413  C10 1.381, C19 1.398, H39 1.079
17 C 2.518 0.054 -5.743  C12 1.384, C22 1.384, H33 1.081
18 C -0.540 -0.301 1.568  C15 1.372, C19 1.400, H37 1.079
19 C -1.372 0.194 2.580  C16 1.398, C18 1.400, C21 1.446
20 C -2.558 -1.260 5.908  O4 1.346, O5 1.206, C11 1.466
21 C -1.643 -0.630 3.738  C11 1.340, C19 1.446, H34 1.083
22 C 1.350 -0.267 -5.073  C14 1.389, C17 1.384, H30 1.082
23 C 3.795 -1.025 -4.026  C8 1.383, C12 1.385, H40 1.080
24 C -0.885 3.708 -1.032  O2 1.413, H27 1.094, H31 1.088, H35 1.093
25 H 2.665 -1.888 -2.423  C8 1.079
26 H 4.654 -0.070 -5.740  C12 1.080
27 H -1.975 3.787 -1.089  C24 1.094
28 H -2.046 3.222 1.206  C10 1.079
29 H -0.731 -1.326 -3.771  C13 1.094
30 H 0.394 0.030 -5.482  C22 1.082
31 H -0.448 4.028 -1.976  C24 1.088
32 H -3.417 -1.399 7.606  O4 0.970
33 H 2.471 0.601 -6.674  C17 1.081
34 H -1.192 -1.614 3.731  C21 1.083
35 H -0.511 4.346 -0.227  C24 1.093
36 H -0.133 0.715 -2.542  N7 1.011
37 H -0.094 -1.281 1.638  C18 1.079
38 H 0.229 -2.177 -2.530  C13 1.091
39 H -2.537 1.897 3.172  C16 1.079
40 H 4.749 -1.317 -3.614  C23 1.080
41 H -2.878 0.642 4.938  C11 1.078

***

2) Below is C17H17NO5S in the gas phase, with properties calculated with ωB97M-V/def2-TZVPD.

Computed properties:
Molar mass, g/mol: 347.4
LUMO, eV: -0.1
E_HOMO, eV: -8.253
SMILES string: O=C(O)CCSCC(=O)Nc1c(C(=O)C2CC2)oc2ccccc12
HOMO-LUMO gap, eV: 8.1

Bonds (Å) are listed after each position.
Atoms and positions in Å:
1 S -1.826 -3.277 -0.901  C11 1.825, C22 1.823
2 O -0.459 -0.127 -2.513  C17 1.211
3 O -2.526 -0.026 1.862  C16 1.232
4 O 1.752 -1.996 -2.793  C19 1.202
5 O 0.379 2.063 1.886  C8 1.349, C14 1.370
6 O 0.149 -2.242 -4.325  C19 1.331, H41 0.972
7 N -0.990 -0.406 -0.308  C17 1.359, C23 1.376, H29 1.026
8 C 1.342 2.046 0.941  O5 1.349, C13 1.412, C21 1.387
9 C -1.723 3.023 3.727  C12 1.485, C15 1.511, H28 1.079, H30 1.078
10 C 1.954 0.921 -1.121  C13 1.397, C20 1.376, H31 1.077
11 C -0.066 -3.679 -1.171  S1 1.825, C18 1.529, H26 1.091, H37 1.089
12 C -0.983 1.991 4.497  C9 1.485, C15 1.511, H25 1.079, H36 1.078
13 C 1.041 1.122 -0.084  C8 1.412, C10 1.397, C23 1.430
14 C -0.571 1.155 1.500  O5 1.370, C16 1.449, C23 1.389
15 C -2.059 1.564 3.525  C9 1.511, C12 1.511, C16 1.476, H39 1.084
16 C -1.759 0.847 2.270  O3 1.232, C14 1.449, C15 1.476
17 C -1.079 -0.685 -1.636  O2 1.211, N7 1.359, C22 1.516
18 C 0.301 -3.901 -2.638  C11 1.529, C19 1.515, H32 1.092, H40 1.090
19 C 0.826 -2.616 -3.243  O4 1.202, O6 1.331, C18 1.515
20 C 3.111 1.666 -1.116  C10 1.376, C24 1.397, H33 1.079
21 C 2.506 2.799 0.938  C8 1.387, C24 1.379, H27 1.078
22 C -2.065 -1.796 -1.936  S1 1.823, C17 1.516, H34 1.090, H38 1.091
23 C -0.218 0.561 0.294  N7 1.376, C13 1.430, C14 1.389
24 C 3.381 2.597 -0.109  C20 1.397, C21 1.379, H35 1.080
25 H -1.200 1.866 5.547  C12 1.079
26 H 0.550 -2.889 -0.739  C11 1.091
27 H 2.710 3.504 1.729  C21 1.078
28 H -2.460 3.626 4.236  C9 1.079
29 H -1.724 -0.756 0.318  N7 1.026
30 H -1.206 3.536 2.932  C9 1.078
31 H 1.758 0.198 -1.895  C10 1.077
32 H 1.106 -4.637 -2.693  C18 1.092
33 H 3.833 1.527 -1.906  C20 1.079
34 H -2.003 -2.069 -2.990  C22 1.090
35 H 4.300 3.163 -0.146  C24 1.080
36 H 0.042 1.792 4.231  C12 1.078
37 H 0.070 -4.591 -0.591  C11 1.089
38 H -3.079 -1.466 -1.708  C22 1.091
39 H -2.991 1.213 3.953  C15 1.084
40 H -0.551 -4.266 -3.212  C18 1.090
41 H 0.428 -1.355 -4.609  O6 0.972

***

The structures above, arranged from the most stable to the least stable: 2), 1).